Model w:
Here is C4H7FOS in the gas phase from the Open Molecules 2025 dataset. Energies are from ωB97M-V/def2-TZVPD.

Last column: Löwdin charge in e.
Cartesian coordinates (Å):
S: -1.59 -0.40 0.16  0.862
F: -2.52 0.57 1.26  -0.306
O: -1.59 -1.76 0.65  -0.348
C: 0.46 1.47 0.83  0.067
C: 0.09 0.23 0.46  -0.368
C: -2.07 -0.08 -1.45  -0.192
C: 0.99 -1.00 0.58  -0.051
H: -1.92 0.95 -1.50  -0.027
H: -2.90 -0.70 -1.90  0.053
H: -0.07 2.38 0.71  0.065
H: 1.63 -0.83 -0.19  0.059
H: 1.45 -0.90 1.50  0.074
H: 0.39 -1.86 0.48  0.052
H: 1.46 1.56 1.16  0.062

For the gap between HOMO and LUMO (alpha / beta), the calculation gives 9.1 / 9.1 eV. The spin multiplicity is 1. Its charge is 0. Its structure (SMILES) is C=C(C)[S@@](=C)(=O)F.

=====

Model x:
Here is C4H7FOS in the gas phase from the Open Molecules 2025 dataset. Energies are from ωB97M-V/def2-TZVPD.

Last column: Löwdin charge in e.
Cartesian coordinates (Å):
S: -1.69 2.00 -0.89  0.740
F: 0.57 -1.01 -2.12  0.003
O: 0.23 0.45 1.16  -0.153
C: -0.30 -0.24 0.03  -0.398
C: 0.13 -0.03 -1.25  -0.381
C: 1.39 -0.57 1.45  -0.034
C: -1.34 0.26 -1.07  -0.474
H: 1.98 -0.08 2.35  0.106
H: -0.37 -1.43 0.14  0.187
H: 0.68 -1.48 1.88  0.142
H: 2.22 -0.72 0.74  0.084
H: -2.04 2.30 0.42  -0.105
H: -2.14 -0.43 -1.30  0.098
H: 0.68 0.99 -1.54  0.186

For the gap between HOMO and LUMO, the calculation gives 10.0 eV. The spin multiplicity is 1. Its charge is 0. Its structure (SMILES) is CO[C@@H]1[C@@H](F)[C@@H]1S.

=====

Of them, model w has the lowest stability.

=====

Model w:
Here is C2H2F2 in the gas phase from the Open Molecules 2025 dataset. Energies are from ωB97M-V/def2-TZVPD.

Last column: Löwdin charge in e.
Cartesian coordinates (Å):
F: -0.51 0.72 -1.59  0.122
F: -1.79 0.54 0.21  0.069
C: -0.55 0.38 -0.33  -0.316
C: 0.62 -0.33 0.40  0.107
H: 1.56 -0.47 0.00  0.003
H: 0.66 -0.84 1.31  0.014

For the gap between HOMO and LUMO, the calculation gives 10.2 eV. The spin multiplicity is 1. Its charge is 0. Its structure (SMILES) is C=C(F)F.

=====

Model x:
Here is 2 unconnected molecules or ions with the total composition C2H2F2 from the Open Molecules 2025 dataset. Energies are from ωB97M-V/def2-TZVPD.

Last column: Löwdin charge in e.
Cartesian coordinates (Å):
F: -3.69 -0.31 0.33  -0.033
F: 0.34 1.56 -0.53  -0.086
C: -2.76 0.23 -0.37  0.119
C: 0.09 0.78 0.54  -0.047
H: 0.00 -0.28 0.14  0.064
H: -0.62 1.21 1.11  -0.016

For the gap between HOMO and LUMO (alpha / beta), the calculation gives 8.7 / 7.9 eV. The spin multiplicity is 1. Its charge is 0.

=====

Model y:
Here is 2 unconnected molecules or ions with the total composition C2H2F2 from the Open Molecules 2025 dataset. Energies are from ωB97M-V/def2-TZVPD.

Last column: Löwdin charge in e.
Cartesian coordinates (Å):
F: 2.38 1.59 -0.02  0.220
F: 2.90 -1.56 0.08  -0.544
C: 1.50 0.66 -0.03  -0.012
C: 0.27 0.18 0.00  0.080
H: -0.21 -0.84 0.14  0.133
H: -0.39 1.11 -0.08  0.124

For the gap between HOMO and LUMO (alpha / beta), the calculation gives 7.8 / 7.7 eV. The spin multiplicity is 1. Its charge is 0.

=====

Of them, model x has the lowest stability.